Computed, not measured: a 2-piece molecular cluster, C4H12O2S overall, with ωB97M-V/def2-TZVPD.

Charge ... 0
ΔE to the lowest compared entry with this formula, charge and spin ... 58.11 kJ/mol
Molecular weight ... 124.2 g/mol
SMILES string ... CSCCCO.O
LUMO energy ... 0.634 eV
HOMO-LUMO gap ... 9.10 eV

Last columns: bonded neighbours and bond lengths (Å).
Element x y z (Å)
1 C 0.00000 0.00000 0.00000  S2 1.835, H7 1.103, H8 1.103, H9 1.103
2 S -0.85572 -1.56037 -0.44916  C1 1.835, C3 1.805
3 C -2.56750 -1.07076 -0.74735  S2 1.805, C4 1.536, H10 1.107, H11 1.107
4 C -3.43165 -2.05457 -1.55094  C3 1.536, C5 1.494, H12 1.107, H13 1.107
5 C -4.87746 -1.69951 -1.67961  C4 1.494, O6 1.434, H14 1.107, H15 1.107
6 O -4.82559 -0.54910 -2.53419  C5 1.434, H16 0.980
7 H -0.33362 0.71409 -0.77161  C1 1.103
8 H 1.10110 0.03189 0.05634  C1 1.103
9 H -0.41138 0.31615 0.97336  C1 1.103
10 H -3.05566 -0.94635 0.23839  C3 1.107
11 H -2.53046 -0.07640 -1.23247  C3 1.107
12 H -3.04620 -2.08786 -2.58813  C4 1.107
13 H -3.39435 -3.08371 -1.14483  C4 1.107
14 H -5.52198 -2.49717 -2.09649  C5 1.107
15 H -5.30384 -1.39802 -0.70353  C5 1.107
16 H -5.48017 0.16611 -2.39139  O6 0.980
17 O -5.68873 -2.09321 -5.71179  H18 0.984, H19 0.984
18 H -5.40020 -2.97364 -5.38036  O17 0.984
19 H -5.43561 -1.46450 -4.99841  O17 0.984

Atom charges from the Löwdin analysis, given in e for atoms 1 to 2: -0.410, 0.759

Computed, not measured: a 2-piece molecular cluster, C4H12O2S2 overall, with ωB97M-V/def2-TZVPD.

Charge ... 0
ΔE to the lowest compared entry with this formula, charge and spin ... 136.00 kJ/mol
Molecular weight ... 156.3 g/mol
SMILES string ... CSSCCCO.O
LUMO energy ... 0.634 eV
HOMO-LUMO gap ... 8.93 eV

Last columns: bonded neighbours and bond lengths (Å).
Element x y z (Å)
1 C -1.40589 -1.27261 -2.49229  S2 1.828, H8 1.102, H9 1.093, H10 1.107
2 S -0.85924 -2.51338 -1.26629  C1 1.828, S3 2.022
3 S 0.69742 -1.89456 -0.13358  S2 2.022, C4 1.865
4 C -0.14041 -0.64739 0.97091  S3 1.865, C5 1.531, H11 1.080, H12 1.111
5 C 0.63210 0.67386 0.94918  C4 1.531, C6 1.561, H13 1.125, H14 1.092
6 C 0.58507 1.35815 2.35126  C5 1.561, O7 1.379, H15 1.104, H16 1.131
7 O -0.18908 2.49171 2.48371  C6 1.379, H17 0.957
8 H -2.49989 -1.24060 -2.62253  C1 1.102
9 H -1.37412 -0.26877 -2.06231  C1 1.093
10 H -0.81661 -1.37822 -3.42323  C1 1.107
11 H -1.18570 -0.51304 0.73321  C4 1.080
12 H -0.10062 -0.94936 2.03893  C4 1.111
13 H 0.12707 1.50075 0.37779  C5 1.125
14 H 1.70887 0.65517 0.77050  C5 1.092
15 H 0.35684 0.63439 3.15291  C6 1.104
16 H 1.64512 1.55000 2.69609  C6 1.131
17 H -1.14015 2.45566 2.37930  O7 0.957
18 O 1.06590 -0.01525 -2.05855  H19 0.968, H20 0.970
19 H 0.89717 -0.38043 -2.93871  O18 0.968
20 H 1.99615 -0.24609 -1.90631  O18 0.970

Atom charges from the Löwdin analysis, given in e for atoms 1 to 2: -0.467, 0.423

Computed, not measured: a 2-piece molecular cluster, C4H12O2Si overall, with ωB97M-V/def2-TZVPD.

Charge ... 0
⟨S²⟩ ... 2.01
Molecular weight ... 120.2 g/mol
2S+1 ... 3
LUMO energy (spin up / spin down) ... 0.807 / -3.057 eV
HOMO-LUMO gap (spin up / spin down) ... 8.28 / 6.62 eV

Last columns: bonded neighbours and bond lengths (Å).
Element x y z (Å)
1 C -3.96086 -0.72159 -0.08614  O5 1.209, H8 1.061, H10 1.117
2 C 2.10930 1.25282 0.25800  Si7 1.893, H11 1.075, H12 1.140, H13 1.104
3 C 0.30016 -0.44488 -1.67318  Si7 1.931, H14 1.120, H15 1.009, H16 1.109
4 C 0.43993 -1.12249 1.49879  Si7 1.972, H17 1.071, H18 1.127, H19 1.080
5 O -3.00042 -0.07626 0.26596  C1 1.209
6 O -0.69589 1.31425 0.55878  Si7 1.644, H9 0.982
7 Si 0.49555 0.27427 0.10847  C2 1.893, C3 1.931, C4 1.972, O6 1.644
8 H -4.39841 -0.51544 -1.03007  C1 1.061
9 H -1.63538 1.04290 0.47382  O6 0.982
10 H -4.45634 -1.33184 0.70693  C1 1.117
11 H 1.77943 2.22524 0.57602  C2 1.075
12 H 2.78883 1.06641 1.15452  C2 1.140
13 H 2.73174 1.19093 -0.65167  C2 1.104
14 H 1.24907 -0.60257 -2.24681  C3 1.120
15 H -0.26941 -1.27144 -1.56614  C3 1.009
16 H -0.34206 0.21873 -2.28773  C3 1.109
17 H 1.42451 -1.53561 1.58019  C4 1.071
18 H 0.71816 -0.38378 2.30368  C4 1.127
19 H -0.36486 -1.82412 1.66223  C4 1.080

Atom charges from the Löwdin analysis, given in e for atoms 1 to 2: -0.171, -0.170

Computed, not measured: a 4-piece molecular cluster, C4H12O3 overall, with ωB97M-V/def2-TZVPD.

Charge ... 0
ΔE to the lowest compared entry with this formula, charge and spin ... 230.12 kJ/mol
Molecular weight ... 108.1 g/mol
SMILES string ... C=CC=C.O.O.O
LUMO energy ... 0.395 eV
HOMO-LUMO gap ... 9.53 eV

Last columns: bonded neighbours and bond lengths (Å).
Element x y z (Å)
1 C -0.09808 -0.28819 2.38886  C2 1.324, H5 1.037, H6 1.125
2 C -0.36079 -1.36986 1.67135  C1 1.324, C3 1.466, H7 1.131
3 C 0.08368 -1.53707 0.28407  C2 1.466, C4 1.338, H8 1.136
4 C -0.08844 -2.26402 -0.82602  C3 1.338, H9 1.095, H10 1.056
5 H 0.45046 0.51374 2.02667  C1 1.037
6 H -0.65025 -0.21106 3.36545  C1 1.125
7 H -1.06184 -2.16048 2.07507  C2 1.131
8 H 0.93518 -0.80183 0.12897  C3 1.136
9 H 0.50519 -2.00387 -1.70876  C4 1.095
10 H -0.59804 -3.17425 -0.98968  C4 1.056
11 O 1.64649 1.99201 0.47337  H12 0.979, H13 0.971
12 H 2.37394 1.62671 1.01746  O11 0.979
13 H 1.59346 2.88274 0.85724  O11 0.971
14 O 0.76097 1.53920 -2.25865  H15 0.987, H16 0.866
15 H 0.95932 1.23815 -1.34024  O14 0.987
16 H -0.10501 1.52583 -2.27167  O14 0.866
17 O -2.07196 0.53765 -1.10377  H18 0.996, H19 0.972
18 H -1.65235 0.96765 -0.30996  O17 0.996
19 H -2.65222 -0.19941 -0.84770  O17 0.972

Atom charges from the Löwdin analysis, given in e for atoms 1 to 2: 0.002, -0.203